(1)
{"formula": "C3H8Br2Si", "method": "the ωB97M-V functional and the def2-TZVPD basis", "symbols": ["C", "C", "C", "Si", "Br", "Br", "H", "H", "H", "H", "H", "H", "H", "H"], "positions_angstrom": [[1.2272, 0.7886, 1.1185], [0.6545, -0.6650, -1.5465], [-1.7234, 0.1502, 0.3898], [0.1103, -0.4622, 0.2507], [-3.0641, -1.1247, -0.1437], [-1.8481, 1.9735, -0.6090], [0.9985, 0.5594, 2.2154], [2.1895, 0.4571, 0.8650], [1.0886, 1.8382, 0.9302], [1.7689, -0.7308, -1.5532], [0.1551, -1.6031, -1.8508], [0.2318, 0.1923, -2.2075], [-2.0111, 0.4084, 1.3314], [0.2221, -1.7818, 0.8096]], "forces_ev_per_a": [[-2.3, -1.2, 1.9], [-1.1, 1.0, -0.3], [1.1, 0.2, -2.9], [0.0, 1.7, -1.3], [0.2, 0.1, -0.3], [0.0, -1.5, 0.7], [0.7, 0.6, -1.2], [1.6, -0.2, -0.1], [-0.1, 0.3, -0.2], [-0.9, 0.0, -0.3], [0.6, 0.3, -0.3], [1.0, -1.4, 1.1], [-0.6, 0.9, 2.6], [-0.1, -0.6, 0.7]], "multiplicity": 1, "charge": 0, "smiles": "C[SiH](C)C(Br)Br", "max_force_ha_per_bohr": 0.0630, "orbital_gap_ev": 10.233}



(2)
{"formula": "C3H8BrINS", "method": "the ωB97M-V functional and the def2-TZVPD basis", "symbols": ["C", "C", "C", "N", "S", "Br", "I", "H", "H", "H", "H", "H", "H", "H", "H"], "positions_angstrom": [[1.8092, -1.5709, 0.4902], [1.5194, -0.1138, 0.2686], [-1.7997, 0.0069, -0.3819], [-2.0156, 1.4477, -0.4977], [0.5985, 0.3583, -1.1649], [-1.6069, -0.5647, 1.3889], [3.1849, 1.0402, -0.5654], [0.9259, -2.1857, 0.6421], [2.3317, -1.9479, -0.3328], [2.3726, -1.4369, 1.3505], [1.1648, 0.2971, 1.2337], [-2.5400, -0.6496, -0.9981], [-2.6729, 1.7187, -1.2410], [-1.0652, 1.8652, -0.6346], [-2.2066, 1.7355, 0.4424]], "forces_ev_per_a": [[-1.0, 1.1, -0.7], [-1.1, 0.3, 0.1], [1.5, -2.2, -2.4], [0.9, 0.2, 0.0], [-2.5, -0.5, 0.4], [-0.3, 0.1, 0.3], [-0.1, -0.3, 0.5], [-0.2, 0.3, 0.2], [1.1, -0.8, -1.0], [1.4, -1.2, 1.8], [0.3, 0.5, -0.8], [1.6, 1.4, 1.1], [0.1, 0.2, 0.6], [-0.4, -0.1, -0.6], [-1.3, 1.0, 0.6]], "multiplicity": 1, "charge": 1, "max_force_ha_per_bohr": 0.0702, "orbital_gap_ev": [7.272, 7.270]}



(3)
{"formula": "C3H8BrNO", "method": "the ωB97M-V functional and the def2-TZVPD basis", "symbols": ["Br", "C", "C", "O", "N", "H", "H", "C", "H", "H", "H", "H", "H", "H"], "positions_angstrom": [[0.0723, 0.1090, -3.5040], [0.1135, -1.9509, 0.1447], [-0.6359, -0.6372, 0.1002], [-1.8446, -0.5087, 0.1150], [0.3609, 0.5843, -0.0562], [1.2836, 0.3465, 0.2788], [0.5965, 0.6450, -1.0365], [-0.1318, 1.7783, 0.6973], [0.6598, -1.9763, -0.7981], [-0.6687, -2.6987, 0.2756], [0.8628, -2.0167, 0.9336], [0.5247, 2.6325, 0.5312], [-0.0162, 1.6444, 1.7729], [-1.1768, 2.0486, 0.5454]], "forces_ev_per_a": [[0.0, 0.0, 0.0], [-0.6, 1.0, 0.0], [-2.3, -1.2, 0.3], [4.0, 0.8, -0.1], [-1.2, -0.3, 1.2], [0.2, -0.5, 0.9], [-0.8, 0.9, -1.2], [0.4, 1.3, 0.5], [-0.1, -0.6, -0.2], [0.4, -0.2, -0.3], [-0.1, 0.2, 0.2], [-0.2, 0.0, -0.6], [0.0, -0.8, -0.1], [0.2, -0.4, -0.6]], "multiplicity": 2, "charge": 1, "max_force_ha_per_bohr": 0.0793, "orbital_gap_ev": [11.582, 7.380]}



(4)
{"formula": "C3H8BrOPS", "method": "the ωB97M-V functional and the def2-TZVPD basis", "symbols": ["C", "C", "C", "O", "P", "S", "Br", "H", "H", "H", "H", "H", "H", "H", "H"], "positions_angstrom": [[1.6040, 0.0055, -0.6809], [-0.6260, -1.8988, 0.9295], [1.6031, 1.2955, -0.5909], [-0.8105, -0.4771, 0.9757], [-1.2812, 0.3220, -0.3761], [-1.5140, 2.2003, 0.5171], [-3.4518, -0.4171, -0.3391], [-0.5012, 2.5332, -0.3002], [1.0564, -0.4297, -1.5389], [2.1423, -0.5282, -0.0042], [-0.0589, -2.0748, 1.9286], [0.1247, -2.1851, 0.1222], [-1.5678, -2.2896, 0.6717], [1.1386, 1.9915, -1.4016], [2.1425, 1.9524, 0.0870]], "forces_ev_per_a": [[-1.3, 0.2, -2.6], [3.5, 1.1, 0.5], [-0.2, 4.3, -1.9], [0.2, 0.5, -0.4], [-0.8, -0.7, 0.8], [0.1, -0.1, -0.3], [0.0, 0.1, -0.1], [-0.1, 0.5, 0.2], [0.6, -0.2, 0.8], [1.2, -1.9, 1.7], [-1.7, -0.5, -1.6], [-0.9, 0.3, 0.7], [-1.1, -1.3, 0.5], [0.5, -1.6, 1.2], [0.0, -0.7, 0.5]], "multiplicity": 1, "charge": 0, "smiles": "COP(S)Br.C=C", "max_force_ha_per_bohr": 0.0917, "orbital_gap_ev": 9.784}



(5)
{"formula": "C3H8Cl2O", "method": "the ωB97M-V functional and the def2-TZVPD basis", "symbols": ["Cl", "Cl", "C", "C", "C", "H", "H", "H", "H", "H", "H", "O", "H", "H"], "positions_angstrom": [[0.8838, 0.1998, -2.1465], [-0.2328, 2.3088, -0.5987], [-2.1726, -0.1072, -0.9602], [0.2182, 0.5453, -0.5428], [-0.9514, -0.3455, -0.0687], [-2.9827, -0.8462, -0.8403], [-1.8245, -0.1335, -2.0065], [-2.5782, 0.8966, -0.7495], [1.1151, 0.4110, 0.0954], [-1.2193, -0.1000, 0.9770], [-0.5964, -1.3939, -0.0879], [3.2116, -0.8027, 2.2903], [2.9623, 0.1055, 2.5754], [4.1668, -0.7379, 2.0631]], "forces_ev_per_a": [[-0.2, -0.6, -0.4], [0.1, -0.6, 0.5], [-0.1, 0.0, -0.3], [0.6, 0.2, 0.9], [-0.1, 0.2, -0.3], [0.5, 0.2, 0.1], [-0.4, 0.0, 0.3], [0.1, -0.5, -0.2], [-0.8, 0.4, -0.1], [0.5, 0.0, -0.4], [-0.2, 0.5, -0.1], [0.7, 1.0, 0.0], [0.3, -1.0, -0.3], [-1.0, 0.0, 0.2]], "multiplicity": 1, "charge": 0, "smiles": "CCC(Cl)Cl.O", "max_force_ha_per_bohr": 0.0236, "orbital_gap_ev": 11.259}



(6)
{"formula": "C3H8Cl2O", "method": "the ωB97M-V functional and the def2-TZVPD basis", "symbols": ["O", "C", "C", "H", "H", "H", "H", "H", "H", "Cl", "Cl", "C", "H", "H"], "positions_angstrom": [[0.7606, 1.6674, 2.1279], [0.8467, 3.8856, 2.9644], [0.2687, 2.9896, 1.8924], [0.3913, 1.0780, 1.4375], [1.9486, 3.8767, 2.9170], [0.5347, 3.5370, 3.9633], [0.4971, 4.9229, 2.8287], [-0.8375, 3.0050, 1.9331], [0.5735, 3.3440, 0.8890], [4.2886, 4.2163, -0.5466], [3.0765, 1.8314, -1.7590], [4.0777, 2.4679, -0.4542], [5.0715, 1.9815, -0.4909], [3.6127, 2.2106, 0.5168]], "forces_ev_per_a": [[-0.4, -0.4, -0.8], [0.1, 0.2, 0.2], [-0.1, 0.1, -0.2], [0.3, 0.5, 0.6], [-0.4, 0.0, 0.0], [0.1, 0.1, -0.4], [0.1, -0.4, 0.1], [0.4, 0.0, 0.0], [-0.1, -0.1, 0.3], [0.0, 0.0, 0.0], [0.0, 0.0, 0.0], [0.5, -0.7, 0.9], [-0.6, 0.4, -0.2], [0.1, 0.3, -0.7]], "multiplicity": 1, "charge": 0, "smiles": "ClCCl.CCO", "max_force_ha_per_bohr": 0.0246, "orbital_gap_ev": 11.161}



(7)
{"formula": "C3H8Cl2Si", "method": "the ωB97M-V functional and the def2-TZVPD basis", "symbols": ["C", "C", "C", "Si", "Cl", "Cl", "H", "H", "H", "H", "H", "H", "H", "H"], "positions_angstrom": [[2.7065, 1.7997, 0.4067], [-2.7014, -2.7381, -0.3267], [1.8916, 2.7354, 0.7583], [-1.4641, -1.4172, 0.3132], [-2.3779, 0.3707, 0.4155], [0.0843, -1.2534, -0.9258], [2.9373, 0.9629, 1.0304], [-0.7158, -1.4574, 1.6699], [3.0860, 1.7915, -0.7045], [-2.5315, -2.7472, -1.3875], [-2.7115, -3.7428, 0.0891], [-3.6759, -2.3942, -0.2071], [1.4770, 2.6366, 1.8038], [1.5650, 3.5254, 0.1352]], "forces_ev_per_a": [[1.6, -1.1, -3.9], [1.8, 0.3, 0.6], [-1.5, 0.2, 3.0], [-0.1, -1.2, 1.8], [-0.7, 0.8, -0.1], [1.0, 0.0, -1.1], [0.3, -0.3, 0.2], [-1.0, -0.5, -0.9], [-0.4, -0.2, 2.3], [0.2, -0.3, -0.6], [0.6, 0.0, 0.0], [-1.8, 0.9, 0.4], [0.3, 0.6, -1.2], [-0.2, 0.7, -0.4]], "multiplicity": 1, "charge": 0, "smiles": "C[SiH](Cl)Cl.C=C", "max_force_ha_per_bohr": 0.0840, "orbital_gap_ev": 11.069}



(8)
{"formula": "C3H8ClN", "method": "the ωB97M-V functional and the def2-TZVPD basis", "symbols": ["C", "C", "C", "H", "H", "H", "H", "H", "H", "H", "H", "N", "Cl"], "positions_angstrom": [[1.8315, 1.7143, 1.3002], [0.5381, -0.2569, 0.6794], [-0.0221, -0.9045, -0.5225], [1.3650, 1.7387, 2.2674], [2.9580, 1.3040, 1.2909], [1.7933, 2.7936, 0.9549], [1.5097, 0.7201, -0.7110], [-0.3866, -0.1808, 1.4040], [1.4111, -1.0443, 1.0645], [-0.1009, -2.0147, -0.4666], [0.5070, -0.8648, -1.3964], [0.9539, 0.9610, 0.2379], [-1.7541, -0.7351, -0.8715]], "forces_ev_per_a": [[1.1, 0.2, -3.5], [-1.3, -3.7, 2.0], [-2.3, -4.6, 1.0], [-0.2, -0.7, 0.4], [-2.6, 0.9, 0.3], [0.6, -1.2, 0.4], [-1.1, 1.5, 3.0], [2.2, -0.2, -0.7], [-1.9, 1.9, -0.3], [0.8, 0.5, 0.9], [1.5, 1.2, -2.3], [4.0, 3.0, -0.9], [-0.7, 1.2, -0.2]], "multiplicity": 1, "charge": 0, "smiles": "CNCCCl", "max_force_ha_per_bohr": 0.1029, "orbital_gap_ev": 10.160}



(9)
{"formula": "C3H8ClNO", "method": "the ωB97M-V functional and the def2-TZVPD basis", "symbols": ["C", "C", "O", "N", "H", "H", "C", "H", "H", "H", "H", "H", "H", "Cl"], "positions_angstrom": [[3.0839, 3.2480, 5.1196], [4.5511, 3.1302, 5.3640], [5.2001, 3.1584, 6.4315], [5.2169, 3.3021, 4.1235], [4.8978, 2.4057, 3.5560], [4.7878, 4.2208, 3.3280], [6.6472, 3.2461, 4.1434], [2.6192, 2.9857, 6.0642], [2.7165, 2.5719, 4.2679], [2.9138, 4.3596, 4.8774], [7.0904, 2.3775, 4.6711], [7.1241, 4.0616, 4.6411], [7.0575, 3.1248, 3.1468], [4.5361, 5.0200, 2.2216]], "forces_ev_per_a": [[-0.7, 0.1, -0.1], [2.1, 1.5, 2.5], [-2.4, -0.4, -2.9], [-0.1, -4.9, -0.4], [0.6, 2.5, 1.0], [0.0, 0.2, -0.1], [2.3, -1.3, 0.2], [-0.5, 0.1, -0.1], [0.5, 1.2, 1.2], [0.0, -1.7, 0.2], [-0.8, 0.1, 0.0], [-0.2, 1.0, 0.1], [-0.3, 0.5, -0.3], [-0.5, 1.3, -1.4]], "multiplicity": 1, "charge": 0, "max_force_ha_per_bohr": 0.0965, "orbital_gap_ev": 10.507}



(10)
{"formula": "C3H8ClNO3Si", "method": "the ωB97M-V functional and the def2-TZVPD basis", "symbols": ["C", "C", "C", "N", "O", "O", "O", "Si", "Cl", "H", "H", "H", "H", "H", "H", "H", "H"], "positions_angstrom": [[-1.9298, -0.0038, -0.9407], [-0.3175, 0.8159, 1.7152], [1.0796, 0.9653, -1.1410], [1.3374, -1.9513, 0.6097], [1.6127, -3.1048, 0.6843], [1.9714, -1.0321, 1.0507], [0.2170, -1.6545, -0.0239], [-0.2671, 0.1474, -0.0576], [1.1787, 0.1292, -2.7236], [-1.8492, -0.6259, -1.8266], [-2.6840, -0.4428, -0.2947], [-2.2839, 0.9751, -1.2500], [-0.4008, 0.0093, 2.4386], [0.5828, 1.3793, 1.9525], [-1.1707, 1.4746, 1.8530], [0.8531, 2.0076, -1.3554], [2.0702, 0.9115, -0.6905]], "forces_ev_per_a": [[0.7, 0.0, 0.4], [0.0, -0.1, -0.7], [-0.4, -0.2, 0.2], [0.0, -0.4, 0.0], [0.1, -0.9, 0.0], [0.8, 1.3, 0.6], [-1.6, 1.8, -0.6], [0.6, -1.4, 0.0], [-0.1, 0.0, 0.0], [0.1, -0.1, -0.1], [0.0, -0.1, 0.2], [0.0, 0.2, 0.0], [0.0, -0.2, 0.0], [0.1, 0.0, -0.1], [-0.2, 0.1, 0.0], [-0.1, 0.1, 0.1], [-0.2, 0.0, 0.1]], "multiplicity": 1, "charge": 0, "smiles": "C[Si](C)(CCl)O[N+](=O)[O-]", "max_force_ha_per_bohr": 0.0486, "orbital_gap_ev": 11.094}



(11)
{"formula": "C3H8CsFO3S", "method": "the ωB97M-V functional and the def2-TZVPD basis", "symbols": ["Cs", "F", "O", "S", "O", "O", "C", "C", "C", "H", "H", "H", "H", "H", "H", "H", "H"], "positions_angstrom": [[0.5681, -2.5434, -8.7644], [4.1589, -5.0536, -5.8710], [-0.2263, 0.3135, -1.9789], [0.2654, 0.7195, -0.6254], [0.8622, 2.0543, -0.3057], [-0.8950, 0.4220, 0.5979], [-0.8515, 1.1790, 1.7736], [-2.0186, 0.7967, 2.6732], [1.3602, -0.6319, -0.0803], [-0.8987, 2.2444, 1.5480], [0.0858, 1.1467, 2.3292], [-3.0157, 0.8387, 2.2348], [-2.0390, 1.3551, 3.6091], [-1.9161, -0.2482, 2.9660], [0.7255, -1.5164, -0.1339], [1.7430, -0.4070, 0.9152], [2.0919, -0.6694, -0.8874]], "forces_ev_per_a": [[0.4, -0.2, 0.3], [-0.4, 0.3, -0.3], [0.7, 1.5, 3.7], [0.2, 0.4, 0.7], [-1.6, -3.1, -1.3], [0.7, -0.4, -2.7], [-0.5, 2.0, 1.0], [0.0, -1.0, 0.2], [-0.7, 0.9, -1.1], [-0.3, 0.1, -0.3], [0.3, -0.8, -0.1], [0.2, 0.4, -0.4], [0.2, 0.3, -0.2], [0.1, -0.1, 0.1], [0.2, 0.1, 0.2], [0.0, -0.1, -0.3], [0.4, -0.1, 0.4]], "multiplicity": 1, "charge": 0, "max_force_ha_per_bohr": 0.0801, "orbital_gap_ev": 4.056}



(12)
{"formula": "C3H8CsO", "method": "the ωB97M-V functional and the def2-TZVPD basis", "symbols": ["Cs", "C", "C", "C", "O", "H", "H", "H", "H", "H", "H", "H", "H"], "positions_angstrom": [[3.8876, 1.2295, -0.7697], [-0.0795, -1.4384, 0.1079], [0.0781, 0.0135, -0.3208], [-1.1671, 0.8397, -0.0152], [1.2201, 0.5875, 0.3585], [-1.1287, -1.7280, -0.0399], [0.0893, -1.5443, 1.1773], [0.4782, -2.1550, -0.4918], [0.2113, 0.0685, -1.4043], [-0.9704, 1.9139, -0.0185], [-1.6064, 0.6352, 0.9672], [-1.9434, 0.6159, -0.7476], [0.9310, 0.9621, 1.1969]], "forces_ev_per_a": [[-0.1, 0.0, 0.0], [-1.1, -0.1, -0.3], [-0.7, 0.0, 0.7], [-0.3, 0.1, 0.3], [0.6, 0.2, -0.6], [0.1, 0.1, 0.0], [0.3, -0.1, 0.0], [0.4, 0.1, 0.2], [0.6, 0.1, 0.1], [0.1, 0.0, -0.3], [0.2, -0.3, 0.0], [0.0, 0.1, 0.0], [-0.2, -0.1, 0.0]], "multiplicity": 1, "charge": 1, "max_force_ha_per_bohr": 0.0229, "orbital_gap_ev": 10.552}